C4H12OS | ωB97M-V/def2-TZVPD

Each line ends with the Löwdin charge.
Geometry (Å):
C 2.1253 -0.1766 1.1985  -0.129
C 1.2778 0.0755 -0.0965  -0.236
C -0.0269 -0.8281 -0.1692  -0.273
C -0.9225 -0.7541 -1.4282  -0.458
S -2.5711 -1.8462 -1.3387  0.592
H 3.2062 0.0327 1.2276  0.068
H 1.7829 0.2810 2.1223  0.055
H 2.0653 -1.2055 1.5222  0.053
H 2.0015 -0.1215 -0.9517  0.116
H 0.9169 1.1294 -0.1014  0.086
H -0.6657 -0.5466 0.7578  0.126
H 0.3293 -1.7941 -0.0049  0.066
H -0.4600 -1.0759 -2.3470  0.047
H -1.4395 0.1784 -1.6448  0.035
H -3.1391 -0.8610 -0.6062  -0.172
O -1.5012 2.2734 0.2813  -0.079
H -1.2627 2.0185 1.2044  0.055
H -1.7164 3.2207 0.3742  0.047

Properties
E_LUMO: 0.534 eV
HOMO-LUMO gap: 9.42 eV
SMILES: CCCCS.O
relative energy (zero: lowest compared OMol25 entry of this formula, charge and spin): 1.015 eV
HOMO energy: -8.885 eV
largest force on an atom: 2.8 eV/Å